Density functional theory data (the ωB97M-V functional and the def2-TZVPD basis) for an isolated ion of composition C2H6N3O and charge +1 at a distorted geometry.

Structure (XYZ):
```
12
Properties=species:S:1:pos:R:3:forces:R:3
C 1.8785 0.2958 -0.0534 0.35 0.48 0.26
C -0.4977 0.5684 0.2977 -1.40 -1.06 0.36
N 0.8713 1.0658 -0.0467 0.04 2.16 -0.35
N 2.1916 -0.9256 0.2879 0.64 -4.29 -1.81
N -0.5826 -0.8617 -0.1045 -0.57 0.01 2.75
O 3.1801 0.2125 -0.0959 -0.61 1.01 -0.33
H -0.7268 0.6734 1.3985 0.60 0.25 -1.25
H -1.2204 1.1495 -0.3288 0.80 -0.05 0.84
H 1.0281 2.0892 -0.2426 -0.29 -1.42 0.34
H 2.2351 -1.6471 -0.5794 -0.38 1.96 2.35
H -1.2535 -1.4497 0.5051 1.74 1.49 -0.71
H -1.1016 -0.7822 -0.9172 -0.92 -0.54 -2.44
```
Forces are in eV/Å.

Multiplicity: 1
SMILES: NCNC1=[NH+]O1
HOMO energy (eV): -15.46
Electronic energy (Eh): -318.92236
Net charge: +1
Relative energy (zero: lowest compared OMol25 entry of this formula, charge and spin) (kcal per mole): 112.95
Frontier orbital gap (Ha): 0.42023